Record 1
Entry from OMol25: a cluster of 2 separate species, CH4F2Si in total at a distorted geometry (wB97M-V/def2-TZVPD).

Geometry as ORCA input:
```
! wB97M-V def2-TZVPD RIJCOSX def2/J DEFGRID3
* xyz 0 3
C 1.81 0.55 0.87
F -2.11 -1.67 0.05
F -1.13 -0.99 -2.22
Si -1.46 -0.45 -0.77
H 2.37 1.19 0.12
H 1.69 0.95 1.95
H 1.03 -0.25 0.49
H -2.21 0.67 -0.48
*
```

For the HOMO energy (alpha / beta), the calculation gives -7.8847 / -13.3838 eV. Its relative energy (zero: lowest compared OMol25 entry of this formula, charge and spin) is 0.000 eV. The calculation puts the orbital gap (alpha / beta) at 8.781 / 12.502 eV.

***

Record 2
Entry from OMol25: a cluster of 3 separate species, C4H12O2 in total at a distorted geometry (wB97M-V/def2-TZVPD).

Geometry as ORCA input:
```
! wB97M-V def2-TZVPD RIJCOSX def2/J DEFGRID3
* xyz 0 1
C -0.43 -0.68 -2.29
C 0.31 -0.05 -1.10
C 1.37 -0.65 -0.38
C 2.48 0.10 0.39
H -0.01 -0.35 -3.25
H -1.50 -0.45 -2.38
H -0.49 -1.79 -2.50
H -0.31 0.61 -0.43
H 1.84 -1.55 -0.85
H 3.26 0.52 -0.22
H 3.03 -0.55 1.13
H 1.99 0.95 0.98
O -2.06 1.94 0.64
H -1.53 1.23 1.11
H -2.93 1.85 1.02
O -0.84 -0.83 2.15
H -1.41 -1.55 1.87
H -1.11 -0.17 1.53
*
```

As for the SMILES: C/C=C/C.O.O. For the HOMO energy, the calculation gives -8.9180 eV. Its relative energy (zero: lowest compared OMol25 entry of this formula, charge and spin) is 2.304 eV. The calculation puts the orbital gap at 9.460 eV.

***

Record 3
Entry from OMol25: a cluster of 2 separate species, CH5N2PS in total at a distorted geometry (wB97M-V/def2-TZVPD).

Geometry as ORCA input:
```
! wB97M-V def2-TZVPD RIJCOSX def2/J DEFGRID3
* xyz 0 1
N 1.69 1.51 0.15
C 1.96 0.36 -0.17
S 2.19 -1.16 -0.09
H 2.07 2.35 -0.05
N -1.44 -0.68 0.89
P -1.19 -0.04 -0.76
H -0.44 -0.61 1.11
H -1.92 -0.06 1.52
H -2.37 -0.57 -1.25
H -0.53 -1.10 -1.35
*
```

As for the SMILES: N=C=S.NP. For the HOMO energy, the calculation gives -8.5476 eV. Its relative energy (zero: lowest compared OMol25 entry of this formula, charge and spin) is 1.243 eV. The calculation puts the orbital gap at 8.957 eV.

***

Record 4
Entry from OMol25: a cluster of 2 separate species, C3H8N2 in total at a distorted geometry (wB97M-V/def2-TZVPD).

Geometry as ORCA input:
```
! wB97M-V def2-TZVPD RIJCOSX def2/J DEFGRID3
* xyz 0 1
H 3.38 0.46 -2.30
N 2.73 -0.12 -1.79
C 2.00 -0.75 -2.63
N 1.22 -1.80 -2.28
H 2.14 -0.61 -3.70
H 1.06 -2.13 -1.35
H 0.61 -2.12 -3.02
C -1.90 0.61 2.69
C -2.55 1.69 3.07
H -0.94 0.39 3.16
H -2.11 -0.04 1.86
H -2.09 2.53 3.57
H -3.56 1.90 2.73
*
```

As for the SMILES: [H]/N=C/N.C=C. For the HOMO energy, the calculation gives -9.2712 eV. Its relative energy (zero: lowest compared OMol25 entry of this formula, charge and spin) is 2.406 eV. The calculation puts the orbital gap at 10.208 eV.